(1)
ORCA calculation (ωB97M-V/def2-TZVPD) on a molecular structure, C19H48NO6PtS5 in a non-equilibrium geometry.

Summary:
Spin multiplicity   3
E_HOMO (alpha / beta)   -0.2866 / -0.2878 Eh
Total charge   +1
⟨S²⟩   2.01
Frontier orbital gap (alpha / beta)   5.85 / 5.89 eV
Max |F|   2.635 eV/A

```
80
Properties=species:S:1:pos:R:3:forces:R:3
Pt 0.0538 -0.5630 0.0289 0.6 1.4 -1.9
C -3.1133 0.8444 -0.7887 -0.1 -0.8 -0.6
C -2.4513 1.7374 -1.8246 -0.4 1.0 0.1
C -2.6706 3.1619 -1.2422 0.7 -0.3 -0.4
C -1.8544 4.1924 -1.9843 -0.7 0.6 -0.9
C -0.3788 3.8605 -1.9252 0.4 -0.6 1.0
C -0.0386 2.4226 -2.4986 -0.7 1.6 0.6
N -1.0197 1.4771 -1.9742 1.1 -0.4 1.6
O -0.5806 0.1589 -1.9329 -0.5 0.2 -0.1
C 1.3918 2.1252 -2.0323 -0.7 -0.5 0.4
C -0.0410 2.5456 -3.9997 0.0 -0.2 -1.5
C -3.1577 1.5903 -3.1688 -0.7 -0.3 -0.3
H -4.1935 1.0100 -0.7554 0.0 0.4 -0.1
H -2.6972 1.0483 0.1959 0.1 -0.4 0.0
H -3.0161 -0.1973 -1.1044 0.3 0.0 0.4
H -2.3569 3.2025 -0.1937 0.1 -0.3 0.0
H -3.7239 3.4475 -1.2043 -0.1 -0.3 -0.4
H -2.2248 5.1467 -1.5944 1.0 0.3 0.1
H -2.1400 4.2498 -3.0414 -0.2 -0.2 0.0
H -0.0940 3.8620 -0.8639 0.0 -0.2 0.0
H 0.3170 4.5782 -2.3638 -0.4 0.2 -0.4
H 1.9659 3.0452 -2.1411 0.2 -0.1 0.0
H 1.8509 1.3003 -2.5763 -0.1 0.1 -0.1
H 1.3269 1.8098 -0.9860 0.2 0.2 0.0
H -0.8805 3.1088 -4.4143 -0.2 -0.1 0.3
H -0.0552 1.5625 -4.4774 0.0 0.0 0.1
H 0.8275 3.0775 -4.4013 0.2 -0.1 0.3
H -4.2345 1.7646 -3.0716 0.0 -0.1 0.1
H -3.0217 0.5760 -3.5504 0.0 -0.1 0.1
H -2.8177 2.2585 -3.9588 0.2 0.1 0.2
C -2.1902 -3.4320 2.1051 0.5 -0.1 -0.6
S -2.6368 -1.6796 1.9926 0.2 -0.5 0.2
O -1.7155 -1.1304 0.9467 -2.3 -0.7 1.0
C -4.2117 -1.9161 1.1290 0.2 0.6 -0.3
H -2.9020 -4.0574 2.6395 -0.2 0.2 -0.1
H -1.1935 -3.5924 2.5164 0.0 0.5 0.3
H -2.0756 -3.7024 1.0524 -0.3 -0.3 0.0
H -4.9848 -2.4851 1.6406 0.3 -0.1 0.3
H -3.9828 -2.3286 0.1464 0.0 -0.1 0.0
H -4.5630 -0.8927 0.9920 -0.1 -0.1 -0.1
C -0.1292 -5.3185 -0.9899 0.9 0.3 0.3
S 0.9496 -3.8384 -0.9239 0.1 -0.3 0.9
O 0.2702 -2.6776 -0.2391 -0.4 -2.4 -0.6
C 2.0405 -4.4991 0.3715 0.8 0.2 -0.8
H -0.7718 -5.1832 -1.8531 -0.4 -0.3 0.3
H -0.5617 -5.5464 -0.0164 -0.6 0.5 -0.2
H 0.5571 -6.1591 -1.1163 0.1 0.1 -0.6
H 1.5674 -4.8131 1.2981 -0.3 0.3 -0.1
H 2.7509 -3.6810 0.4974 -0.1 0.0 0.5
H 2.6242 -5.3311 -0.0288 -0.2 -0.1 -0.1
C 1.4253 3.0519 2.0216 -0.8 0.8 0.0
S -0.2998 2.6328 1.6344 0.6 -1.1 0.5
O -0.2866 1.1524 1.3073 -0.4 1.7 1.0
C -0.9776 2.7377 3.3269 0.1 0.1 0.3
H 1.2944 4.0707 2.3979 0.5 0.0 0.2
H 2.0070 3.1157 1.1046 -0.2 -0.2 -0.1
H 1.8861 2.3939 2.7537 -0.2 -0.1 0.0
H -0.7560 3.7117 3.7665 -0.2 0.2 -0.3
H -0.5919 2.0162 4.0505 0.4 -0.3 -0.5
H -2.0542 2.5807 3.2855 0.0 0.2 -0.3
C 3.0315 -2.0589 3.5085 0.2 -0.3 -0.2
S 1.5760 -0.9362 3.3929 0.5 -0.5 -0.5
O 0.9108 -1.2129 2.0626 0.9 -0.7 2.0
C 0.6071 -1.7639 4.6570 -1.0 -0.1 0.5
H 3.7516 -1.8941 2.7060 -0.4 0.3 -0.3
H 2.6779 -3.0882 3.4429 -0.1 0.0 -0.1
H 3.6405 -1.9667 4.4097 -0.5 0.3 0.3
H 0.2891 -2.7851 4.4381 0.4 0.0 -0.5
H -0.3265 -1.2038 4.7548 0.1 0.2 -0.1
H 1.0531 -1.7875 5.6521 0.4 0.3 -0.2
C 4.4024 0.8570 -1.0544 -0.8 -0.7 0.1
S 3.6573 -0.6699 -0.3397 0.1 -0.2 -1.1
O 2.1821 -0.7525 -0.6060 1.0 0.5 -0.3
C 4.2996 -1.7402 -1.6394 0.2 -0.6 -0.2
H 5.4299 0.8785 -0.6978 -0.1 0.3 0.2
H 3.7589 1.6652 -0.7131 0.4 0.2 0.1
H 4.3790 0.8028 -2.1406 -0.1 0.0 0.0
H 4.1900 -2.7893 -1.3595 0.4 0.1 0.4
H 5.3242 -1.4637 -1.8833 0.1 -0.3 0.2
H 3.7060 -1.6942 -2.5549 -0.2 0.7 0.2
```
Positions in Å, forces in eV/Å.



(2)
ORCA calculation (ωB97M-V/def2-TZVPD) on a gas-phase ion, C3H6BrN2 (charge +1) in a non-equilibrium geometry.

Summary:
Spin multiplicity   1
Relative energy (zero: lowest compared OMol25 entry of this formula, charge and spin)   4.7571 eV
E_HOMO (alpha / beta)   -0.5380 / -0.5303 Eh
Total charge   +1
Frontier orbital gap (alpha / beta)   8.08 / 9.38 eV
Max |F|   2.972 eV/A

```
12
Properties=species:S:1:pos:R:3:forces:R:3
C 1.7459 0.0227 -0.0081 -1.7 -0.6 0.1
C -1.0649 -0.5947 0.3017 -0.9 -1.1 0.5
C -0.6297 0.7111 -0.2430 -0.7 0.2 -2.1
N -0.4161 -1.7360 -0.2950 0.1 1.3 -1.0
N 0.7916 0.8522 -0.1861 3.0 -0.1 0.2
Br 3.5327 -0.0743 0.1150 -0.6 0.4 -0.2
H -1.0537 -0.5525 1.3751 0.4 -0.1 0.8
H -2.1326 -0.5290 0.0701 -0.2 -0.8 -0.3
H -0.8707 0.8840 -1.3461 0.0 -0.5 1.3
H -1.0717 1.5333 0.3155 0.0 0.0 0.1
H 0.1439 -2.3061 0.3240 -0.2 -0.1 0.8
H 1.0253 1.7893 -0.4232 0.8 1.3 -0.1
```
Positions in Å, forces in eV/Å.



(3)
ORCA calculation (ωB97M-V/def2-TZVPD) on 2 unconnected molecules or ions with the total composition C3H4O in a non-equilibrium geometry.

Summary:
Spin multiplicity   1
Relative energy (zero: lowest compared OMol25 entry of this formula, charge and spin)   0.4194 eV
E_HOMO   -0.3636 Eh
Frontier orbital gap   10.86 eV
Max |F|   1.640 eV/A

```
8
Properties=species:S:1:pos:R:3:forces:R:3
C 2.5132 -0.4659 0.3173 1.5 0.5 -0.1
C 0.1388 -0.5958 -0.1607 -1.0 0.1 -0.1
C -0.3082 0.6068 0.1598 -0.1 0.1 -0.1
O 3.1124 0.3776 -0.1498 -0.5 -0.6 0.3
H 0.0654 -1.4274 0.5195 0.0 -0.1 0.1
H 0.5262 -0.8173 -1.1413 0.1 0.0 -0.2
H -0.2586 1.4389 -0.5254 0.0 0.1 -0.1
H -0.7258 0.8202 1.1301 -0.1 0.0 0.2
```
Positions in Å, forces in eV/Å.



(4)
ORCA calculation (ωB97M-V/def2-TZVPD) on a single C4H9NO2 molecule in a non-equilibrium geometry.

Summary:
Spin multiplicity   1
Relative energy (zero: lowest compared OMol25 entry of this formula, charge and spin)   5.8691 eV
E_HOMO (alpha / beta)   -0.3263 / -0.3262 Eh
Frontier orbital gap (alpha / beta)   9.07 / 9.07 eV
SMILES   COC/C(C)=N\O
Max |F|   1.418 eV/A

```
16
Properties=species:S:1:pos:R:3:forces:R:3
C -0.8003 1.5624 1.1429 -0.3 0.2 0.1
O 0.4656 0.9887 0.9037 0.1 0.0 0.0
C 0.4943 -0.4147 1.0650 -0.1 -0.2 0.0
C 0.5709 -1.1700 -0.2504 -0.3 0.2 -0.3
C 1.3862 -0.5934 -1.3419 0.2 0.2 -0.2
N -0.3967 -1.8709 -0.7805 0.4 0.1 -0.1
O -1.5405 -1.0384 -0.5484 -0.5 0.2 0.2
H -0.7084 2.6281 0.9249 0.0 -0.1 0.0
H -1.5784 1.1217 0.5076 0.1 0.1 0.1
H -1.1040 1.4330 2.1910 0.1 0.0 -0.1
H -0.3520 -0.7831 1.6551 0.1 0.1 -0.1
H 1.4172 -0.6507 1.6199 -0.1 0.0 -0.2
H 2.2502 0.0115 -1.0852 0.2 -0.3 0.1
H 0.5737 0.1248 -1.6649 1.1 -0.1 -0.2
H 1.5076 -1.2866 -2.1766 0.2 0.1 0.1
H -1.2145 -0.2716 -1.0915 -1.0 -0.6 0.7
```
Positions in Å, forces in eV/Å.



(5)
ORCA calculation (ωB97M-V/def2-TZVPD) on a single C13H19ClFN3O6P2S molecule in a non-equilibrium geometry.

Summary:
Spin multiplicity   1
E_HOMO   -0.3353 Eh
Frontier orbital gap   8.46 eV
SMILES   Cc1ccccc1C[C@H]1[C@](CN)(ON=O)OS(=O)(=O)[C@@H](P(O)Cl)[C@]1(F)[PH2]=N
Max |F|   1.780 eV/A

```
46
Properties=species:S:1:pos:R:3:forces:R:3
C 3.4380 0.0258 -1.9434 -0.5 -0.4 -0.3
C 2.9279 -1.0711 -1.0490 0.0 -0.2 0.3
C 3.8331 -2.0487 -0.6304 -0.2 -0.1 0.1
C 3.4624 -3.1095 0.1848 -0.6 0.1 0.1
C 2.1367 -3.2127 0.5838 0.0 0.5 -0.3
C 1.2317 -2.2383 0.1764 0.0 0.2 -0.1
C 1.5849 -1.1540 -0.6273 0.8 -0.1 0.1
C 0.5865 -0.0919 -1.0611 0.1 -0.9 0.2
C -0.4172 0.3386 0.0254 -0.3 -0.2 -0.8
C -0.1358 1.6817 0.7174 -0.3 0.5 0.9
C 1.2794 2.1972 0.6059 1.1 -0.1 0.1
N 2.2742 1.2917 1.2074 -0.3 0.0 0.1
O -0.4523 1.4173 2.0887 0.4 -0.6 -0.1
N -0.1573 2.5630 2.9522 0.2 0.6 -0.2
O 0.4575 2.2169 3.8609 -0.2 -0.2 0.3
O -0.9605 2.7540 0.2556 -0.1 -0.4 -0.2
S -2.5371 2.6424 0.5431 -1.5 0.8 -0.4
O -2.8833 3.0941 1.8476 0.8 -0.4 0.4
O -3.1701 3.3227 -0.5384 0.4 -0.1 -0.4
C -2.8959 0.8978 0.3672 0.5 -0.3 0.4
P -4.6961 0.6398 -0.2388 -0.1 0.8 -1.0
O -5.0145 -0.7847 0.4834 0.3 -0.1 0.3
Cl -5.6645 1.9279 1.0134 0.0 -0.3 0.3
C -1.8469 0.2582 -0.5673 -0.3 0.1 1.3
F -1.9198 0.9078 -1.7628 0.2 -0.2 -0.6
P -2.3351 -1.5490 -0.7964 -0.3 0.0 -1.6
N -3.3742 -1.7064 -1.9644 0.0 -0.1 0.7
H 4.5171 -0.0080 -2.0038 0.2 0.2 0.1
H 3.0606 -0.1482 -2.9526 0.0 0.1 -0.2
H 3.0973 1.0119 -1.6495 0.2 0.2 0.2
H 4.8663 -1.9690 -0.9326 0.1 0.1 -0.1
H 4.1689 -3.8509 0.5211 0.2 0.0 -0.1
H 1.7835 -4.0128 1.2129 0.1 -0.2 0.1
H 0.2075 -2.3386 0.5003 -0.1 0.0 0.2
H 0.0181 -0.5218 -1.8848 0.0 0.1 -0.2
H 1.1375 0.7251 -1.4968 -0.2 0.4 0.0
H -0.3927 -0.4002 0.8228 0.0 -0.1 0.2
H 1.5594 2.3585 -0.4306 -0.3 0.1 -0.3
H 1.3610 3.1762 1.0707 -0.4 0.2 0.1
H 1.8224 0.5398 1.7144 0.0 -0.1 -0.1
H 2.7875 1.7937 1.9181 0.2 0.1 0.0
H -2.7643 0.4135 1.3359 -0.2 0.2 0.3
H -5.0137 -1.4515 -0.2220 -0.2 -0.1 -0.2
H -2.8061 -1.9408 0.4693 0.5 0.2 0.2
H -1.1569 -2.2653 -1.0498 0.1 0.1 0.5
H -3.0049 -2.3219 -2.6771 -0.3 0.0 -0.2
```
Positions in Å, forces in eV/Å.



(6)
ORCA calculation (ωB97M-V/def2-TZVPD) on a single C6H12O4 molecule in a non-equilibrium geometry.

Summary:
Spin multiplicity   1
Relative energy (zero: lowest compared OMol25 entry of this formula, charge and spin)   8.2395 eV
E_HOMO   -0.3484 Eh
Frontier orbital gap   9.89 eV
SMILES   C[C@@H]1O[C@@H](O)C[C@@H](O)[C@H]1O
Max |F|   17.965 eV/A

```
22
Properties=species:S:1:pos:R:3:forces:R:3
C 1.9550 -0.3132 -1.6211 0.7 9.5 10.7
C 0.7273 -0.3334 -0.6285 -0.9 -2.9 -4.2
O -0.2625 0.3928 -1.4351 1.0 -1.9 1.7
C -1.5685 0.1841 -0.9140 7.9 -14.1 7.9
O -2.2723 -0.9332 -1.2739 3.3 -4.5 -0.2
C -1.5082 0.1870 0.6782 1.4 -1.4 0.5
C -0.2178 1.0199 1.1735 -0.7 -1.7 -3.0
O -0.2745 1.1243 2.5081 -1.9 2.3 2.8
C 1.0705 0.1694 0.6902 -1.8 2.9 1.3
O 1.2827 -0.8997 1.6240 0.5 -1.5 -3.1
H 2.6289 -0.7983 -1.0791 3.8 -1.8 1.6
H 1.5995 -0.7526 -2.2733 -5.1 -7.6 -12.1
H 2.1210 0.7803 -1.8509 0.2 -1.4 0.3
H 0.3082 -1.5637 -0.4447 1.1 3.0 -0.8
H -1.9083 0.9258 -1.1245 -8.6 14.9 -4.9
H -1.5361 -1.8150 -0.9678 -3.6 4.0 -1.4
H -1.4734 -0.8841 1.2849 0.4 2.3 -2.1
H -2.5111 0.4851 0.9937 0.3 0.9 0.3
H -0.2172 2.0534 0.7593 0.2 -0.7 -0.6
H -1.0457 1.7919 2.5490 1.8 -1.6 1.1
H 1.8821 0.9314 0.3584 -0.4 -1.3 2.0
H 1.2205 -1.7523 0.9935 0.3 2.6 2.4
```
Positions in Å, forces in eV/Å.